Record 1
The following is a DFT calculation (wB97M-V/def2-TZVPD) of one molecule with the formula C6H16N2.

The HOMO energy comes out at -9.01 eV. The energy relative to the best compared isomer or geometry (same formula, charge and spin) is 97.1 kJ/mol. Its structure (SMILES) is CCCCNCCN. As for the spin multiplicity: 1. For the max |F|, the calculation gives 2.146 eV Å⁻¹.

CARTESIAN COORDINATES (ANGSTROEM)
N  -0.341  0.149  -0.675
N  -2.971  1.916  -1.024
C  0.433  -0.986  -0.211
C  -1.764  -0.204  -0.971
C  -2.366  0.863  -1.886
C  2.175  0.074  1.339
C  2.072  -0.931  2.500
C  1.911  -0.519  -0.032
H  0.059  -1.518  0.672
H  -0.516  0.875  0.006
H  1.044  -1.245  2.738
H  0.488  -1.694  -1.039
H  -3.458  2.582  -1.620
H  1.565  0.961  1.523
H  2.599  -1.351  -0.227
H  -1.799  -1.166  -1.488
H  3.188  0.500  1.307
H  2.608  -1.818  2.208
H  -2.226  2.424  -0.549
H  -3.169  0.525  -2.541
H  -1.597  1.232  -2.579
H  -2.340  -0.410  -0.065
H  2.378  -0.477  3.441
H  2.029  0.216  -0.828

Forces on atoms 1 to 3 (eV/Å):
-2.1 -0.2 -0.2
0.4 0.0 -0.6
1.5 0.3 -0.3


Record 2
The following is a DFT calculation (wB97M-V/def2-TZVPD) of one molecule with the formula C2H6N2O2.

The HOMO energy comes out at -9.30 eV. The energy relative to the best compared isomer or geometry (same formula, charge and spin) is 524.9 kJ/mol. Its structure (SMILES) is [H]/N=C(/CO)NO. As for the spin multiplicity: 1. For the max |F|, the calculation gives 7.297 eV Å⁻¹.

CARTESIAN COORDINATES (ANGSTROEM)
O  1.457  -1.109  -0.438
O  1.063  1.276  0.095
N  -2.018  -0.430  -0.108
N  -0.251  1.098  -0.086
C  0.206  -1.127  0.502
C  -0.795  -0.125  -0.089
H  1.032  1.800  0.849
H  0.473  -0.499  1.453
H  -2.550  0.526  -0.342
H  -0.964  2.050  -0.328
H  1.630  -0.219  -0.593
H  -0.363  -2.158  0.586

Forces on atoms 1 to 3 (eV/Å):
-2.9 -4.1 2.2
1.1 0.6 -1.6
-2.2 2.7 -1.5


Record 3
The following is a DFT calculation (wB97M-V/def2-TZVPD) of C32H22Cl3F9LaN5OPS5 as an isolated structure.

The HOMO energy comes out at -9.13 eV. The net charge is +1. As for the spin multiplicity: 1. For the max |F|, the calculation gives 0.688 eV Å⁻¹.

CARTESIAN COORDINATES (ANGSTROEM)
La  1.176  0.826  1.875
Cl  -0.817  5.814  4.539
Cl  -2.221  3.850  6.144
Cl  0.603  4.330  6.577
S  3.437  0.749  0.296
S  6.215  1.085  3.625
S  3.235  0.773  3.746
S  8.879  1.326  2.339
S  6.383  1.054  0.758
P  -0.017  -1.054  -0.203
F  2.464  -7.247  -0.515
F  2.766  -6.866  1.587
F  -6.674  -0.131  -0.876
F  -6.352  0.374  1.201
F  0.576  -0.908  -6.897
F  2.601  -0.413  -6.325
F  0.877  -7.655  0.891
F  -6.667  -1.682  0.630
F  1.108  1.139  -6.450
O  -0.715  5.815  -3.415
N  0.179  -2.173  3.234
N  -2.827  5.627  -2.636
N  0.331  -0.886  3.865
N  -0.065  2.445  3.639
N  0.129  2.789  0.412
C  1.865  -6.802  0.598
C  0.331  -1.525  -4.245
C  4.777  0.904  1.438
C  1.818  -3.044  0.269
C  2.264  -4.341  0.454
C  0.387  -0.777  -1.955
C  1.312  -0.134  -6.090
C  -6.083  -0.539  0.251
C  -2.490  -1.363  1.033
C  0.461  -2.795  0.043
C  -1.799  3.735  -0.635
C  0.382  4.326  -1.399
C  -4.594  -0.709  0.085
C  4.697  0.916  2.771
C  -0.436  -3.853  -0.006
C  1.356  -5.393  0.416
C  0.012  -5.155  0.181
C  1.041  0.382  -2.360
C  -0.355  3.243  4.405
C  -3.964  -0.340  -1.088
C  -1.501  5.365  -2.613
C  -0.689  4.293  5.402
C  7.263  1.149  2.247
C  -1.198  2.920  0.304
C  -3.861  -1.227  1.147
C  -2.584  -0.480  -1.206
C  -0.993  4.453  -1.509
C  -1.839  -0.995  -0.152
C  0.044  -1.735  -2.908
C  0.904  3.492  -0.431
C  1.330  0.598  -3.700
C  0.967  -0.356  -4.637
H  -3.473  5.295  -1.946
H  3.314  -4.536  0.631
H  1.348  1.124  -1.634
H  -1.913  -1.779  1.852
H  -3.168  6.239  -3.359
H  -1.490  -3.675  -0.182
H  -2.097  -0.189  -2.127
H  0.994  -0.919  4.640
H  -4.542  0.051  -1.914
H  -0.448  -2.653  -2.607
H  -0.572  -0.637  4.257
H  1.023  4.871  -2.078
H  1.974  3.354  -0.330
H  -4.369  -1.526  2.056
H  -2.879  3.771  -0.670
H  1.097  -2.488  2.934
H  -1.808  2.340  0.990
H  -0.169  -2.856  3.901
H  2.534  -2.227  0.283
H  0.059  -2.267  -4.983
H  1.841  1.500  -4.012
H  -0.685  -5.981  0.148

Forces on atoms 1 to 3 (eV/Å):
0.1 0.2 0.6
0.0 0.2 -0.1
-0.2 0.0 0.1


Record 4
The following is a DFT calculation (wB97M-V/def2-TZVPD) of a 4-piece molecular cluster, C2H14N2O3 overall.

The HOMO energy comes out at -9.34 eV. The energy relative to the best compared isomer or geometry (same formula, charge and spin) is 108.3 kJ/mol. Its structure (SMILES) is CNCN.O.O.O. As for the spin multiplicity: 1. For the max |F|, the calculation gives 1.847 eV Å⁻¹.

CARTESIAN COORDINATES (ANGSTROEM)
O  -2.141  -2.787  0.127
O  1.018  2.785  0.316
O  2.460  -0.302  -3.482
N  0.978  -0.107  -0.420
N  -1.092  0.013  0.799
C  -1.548  0.513  2.100
C  0.266  -0.512  0.818
H  2.780  0.469  -2.996
H  0.202  -1.596  0.819
H  -2.346  1.240  1.947
H  -2.050  -1.845  -0.090
H  -0.800  0.969  2.696
H  2.316  0.047  -4.370
H  0.326  -0.388  -1.137
H  -1.611  -3.207  -0.563
H  1.742  -0.729  -0.566
H  -1.214  0.764  0.154
H  0.783  -0.162  1.707
H  1.225  3.225  -0.519
H  0.694  1.920  -0.008
H  -1.987  -0.312  2.670

Forces on atoms 1 to 3 (eV/Å):
0.3 0.1 -0.6
-0.4 -0.2 -0.6
0.0 0.4 0.0


Record 5
The following is a DFT calculation (wB97M-V/def2-TZVPD) of one molecule with the formula C28H34N4O5.

The HOMO energy comes out at -7.74 eV. The energy relative to the best compared isomer or geometry (same formula, charge and spin) is 211.7 kJ/mol. Its structure (SMILES) is COc1ccc(C(=O)N/C(=C\c2cn(C)c3ccccc23)C(=O)NCCCN2CCOCC2)cc1OC. As for the spin multiplicity: 1. For the max |F|, the calculation gives 0.544 eV Å⁻¹.

CARTESIAN COORDINATES (ANGSTROEM)
O  0.039  -5.606  0.456
O  -1.301  0.536  -0.539
O  -4.642  -1.184  0.660
O  2.212  -4.261  0.084
O  -1.282  2.415  1.795
N  -1.116  3.512  -0.184
N  -4.967  1.438  -0.373
N  5.366  2.062  0.898
N  0.713  0.703  0.458
C  -0.122  -4.263  0.340
C  4.243  2.773  1.201
C  -5.241  -0.954  -0.594
C  3.124  0.500  -1.389
C  -4.718  2.734  -0.968
C  -4.307  1.215  0.905
C  0.700  2.093  0.545
C  -2.517  3.876  -0.249
C  1.008  -2.147  0.029
C  1.069  -3.522  0.144
C  6.667  2.252  1.471
C  3.433  -3.591  -0.105
C  5.274  -0.572  -1.681
C  3.669  1.276  -0.364
C  1.813  2.837  0.588
C  3.930  -0.415  -2.029
C  5.047  1.141  -0.060
C  -4.687  0.312  -1.249
C  -3.252  3.063  -1.324
C  -1.105  -6.402  0.645
C  5.852  0.208  -0.704
C  -0.338  -0.014  -0.032
C  -4.849  -0.079  1.513
C  -1.334  -3.594  0.392
C  -0.676  2.664  0.773
C  -0.223  -1.484  0.091
C  3.166  2.324  0.478
C  -1.388  -2.216  0.258
H  -1.629  -6.142  1.571
H  -4.330  -0.310  2.445
H  5.872  -1.305  -2.202
H  -2.714  2.125  -1.457
H  6.898  0.106  -0.456
H  4.272  3.552  1.939
H  3.520  -1.018  -2.827
H  -2.924  3.664  0.741
H  -3.608  0.171  -1.414
H  3.647  -2.896  0.714
H  -6.330  -0.852  -0.470
H  -3.220  3.602  -2.273
H  -5.024  -1.833  -1.204
H  -5.325  2.773  -1.879
H  -5.927  0.033  1.708
H  1.540  0.226  0.786
H  2.094  0.624  -1.688
H  -2.255  -4.134  0.538
H  -2.600  4.950  -0.443
H  7.392  2.519  0.698
H  -3.218  1.126  0.798
H  7.007  1.338  1.965
H  -0.741  -7.426  0.713
H  -5.182  0.474  -2.209
H  3.457  -3.044  -1.053
H  -0.600  3.550  -1.050
H  -1.797  -6.318  -0.199
H  1.913  -1.589  -0.153
H  -2.340  -1.709  0.307
H  -5.108  3.488  -0.278
H  6.624  3.054  2.205
H  -4.534  2.046  1.575
H  1.714  3.895  0.787
H  4.194  -4.370  -0.120

Forces on atoms 1 to 3 (eV/Å):
0.3 0.4 -0.1
0.0 -0.1 0.0
0.2 -0.1 0.0


Record 6
The following is a DFT calculation (wB97M-V/def2-TZVPD) of an isolated ion of composition C8H7ClNO3S and charge -1.

The HOMO energy comes out at -4.71 eV. The net charge is -1. The energy relative to the best compared isomer or geometry (same formula, charge and spin) is 26.1 kJ/mol. Its structure (SMILES) is C[C@@]1(Cl)S[C@H]2CC(=O)N2/C1=C\C(=O)[O-]. As for the spin multiplicity: 1. For the max |F|, the calculation gives 4.310 eV Å⁻¹.

CARTESIAN COORDINATES (ANGSTROEM)
Cl  2.035  -1.784  1.161
S  1.650  1.103  0.333
O  -2.974  -0.639  2.068
O  -3.432  -2.634  1.049
O  -2.536  1.209  -1.120
N  -0.937  0.545  0.479
C  -1.251  -1.822  0.752
C  -0.442  -0.804  0.414
C  -2.702  -1.652  1.390
C  -0.029  1.624  0.972
C  -0.926  2.624  0.297
C  -1.629  1.398  -0.314
C  1.109  -0.609  0.027
C  1.387  -1.094  -1.414
H  0.795  -0.320  -1.966
H  1.096  -2.140  -1.695
H  2.501  -1.167  -1.776
H  -1.546  3.058  0.939
H  -0.833  -2.899  0.585
H  -0.615  3.288  -0.479
H  -0.132  1.510  2.087

Forces on atoms 1 to 3 (eV/Å):
-0.1 0.5 -0.3
-1.1 0.1 0.1
0.8 -0.8 -0.5


Record 7
The following is a DFT calculation (wB97M-V/def2-TZVPD) of one molecule with the formula C3H5NO2.

The HOMO energy comes out at -9.60 eV. The energy relative to the best compared isomer or geometry (same formula, charge and spin) is 36.2 kJ/mol. Its structure (SMILES) is CC(=O)C(N)=O. As for the spin multiplicity: 1. For the max |F|, the calculation gives 0.607 eV Å⁻¹.

CARTESIAN COORDINATES (ANGSTROEM)
O  0.893  -1.457  -1.067
O  -1.337  0.999  -0.777
N  -0.900  -1.604  0.365
C  -0.274  0.559  -0.394
C  0.844  1.389  0.160
C  -0.011  -0.960  -0.425
H  -0.959  -2.610  0.422
H  0.935  1.180  1.234
H  -1.618  -1.036  0.777
H  1.785  1.090  -0.306
H  0.642  2.450  0.013

Forces on atoms 1 to 3 (eV/Å):
-0.3 0.2 0.3
0.5 -0.3 0.2
0.0 0.0 0.0


Record 8
The following is a DFT calculation (wB97M-V/def2-TZVPD) of C39H68BBrMnN4O7Si as an isolated structure.

The expectation value of S² is 4.01. The HOMO energy (alpha / beta) comes out at -8.37 / -8.37 eV. As for the spin multiplicity: 4. For the max |F|, the calculation gives 1.620 eV Å⁻¹.

CARTESIAN COORDINATES (ANGSTROEM)
Br  10.454  14.229  9.299
Mn  12.735  14.395  8.732
Si  12.183  10.954  8.699
O  14.623  14.505  8.557
O  16.493  14.044  9.738
O  12.132  10.952  10.340
O  12.630  14.320  6.781
O  12.706  12.428  8.204
O  10.758  10.541  8.060
O  13.255  9.868  8.178
N  11.310  17.424  8.749
N  13.591  17.511  8.874
N  13.144  13.956  10.606
N  14.516  14.212  10.834
C  12.234  7.716  8.455
C  13.081  18.799  8.674
C  15.018  17.408  8.908
C  14.387  8.305  9.571
C  11.526  9.395  12.059
C  17.789  17.323  8.927
C  8.038  16.774  7.134
C  10.278  17.063  6.067
C  11.130  10.690  11.349
C  15.545  15.707  5.647
C  7.195  16.663  8.215
C  15.552  17.253  12.617
C  9.741  10.539  10.776
C  9.911  17.181  8.577
C  13.554  8.497  8.324
C  17.107  17.106  7.759
C  10.865  17.099  11.615
C  14.298  8.075  7.080
C  7.714  16.844  9.501
C  11.366  10.577  5.739
C  14.962  17.965  11.414
C  14.992  18.118  5.518
C  9.392  16.992  7.280
C  9.480  12.017  6.609
C  9.473  17.436  11.135
C  9.198  18.922  11.438
C  10.230  10.665  6.742
C  15.710  17.146  7.731
C  9.069  17.140  9.685
C  15.703  17.614  10.112
C  9.289  9.493  6.553
C  14.995  19.466  11.661
C  10.043  15.966  5.058
C  11.152  11.884  12.292
C  10.198  18.449  5.390
C  11.753  18.752  8.630
C  15.309  14.244  9.623
C  14.990  16.884  6.423
C  17.100  17.572  10.107
B  12.493  16.585  8.870
H  11.603  8.173  9.197
H  15.327  8.882  9.498
H  13.744  8.334  6.175
H  10.867  17.220  12.682
H  12.919  12.991  10.793
H  13.917  17.625  11.312
H  12.584  9.384  12.387
H  9.067  12.064  5.602
H  11.326  16.995  6.398
H  8.434  9.588  7.195
H  8.159  19.157  11.235
H  14.318  18.859  5.920
H  14.902  17.359  13.489
H  9.831  19.575  10.825
H  13.435  14.650  6.336
H  11.705  7.729  7.528
H  14.646  17.847  4.525
H  13.870  8.686  10.424
H  11.059  16.038  11.409
H  9.773  8.524  6.711
H  10.999  18.608  4.684
H  16.490  15.912  5.133
H  10.922  9.261  12.945
H  11.018  10.702  4.720
H  10.771  16.024  4.261
H  10.271  19.225  6.158
H  17.615  16.951  6.824
H  11.891  9.639  5.815
H  15.315  8.501  7.069
H  9.373  19.099  12.505
H  15.728  14.832  6.258
H  9.027  16.052  4.648
H  10.152  14.991  5.492
H  10.139  12.868  6.741
H  11.067  19.557  8.484
H  14.682  7.276  9.698
H  14.382  6.973  7.073
H  12.732  13.302  6.956
H  18.883  17.220  8.918
H  6.145  16.478  8.048
H  17.658  17.676  11.044
H  9.425  11.427  10.192
H  14.523  20.042  10.875
H  16.033  19.807  11.767
H  15.694  16.197  12.436
H  9.064  10.416  11.634
H  8.767  16.853  11.746
H  11.650  17.714  11.185
H  12.107  11.367  5.966
H  7.076  16.670  10.362
H  15.973  18.505  5.403
H  8.668  12.087  7.293
H  12.623  14.527  11.250
H  16.523  17.662  12.873
H  13.947  16.647  6.656
H  12.375  6.659  8.726
H  9.684  9.674  10.124
H  10.487  11.689  13.134
H  8.936  9.510  5.535
H  10.810  12.791  11.817
H  7.649  16.682  6.130
H  11.388  8.537  11.405
H  14.856  13.595  11.554
H  14.882  15.459  4.776
H  14.461  19.697  12.610
H  9.248  18.559  4.856
H  13.741  19.653  8.589
H  12.160  12.048  12.689

Forces on atoms 1 to 3 (eV/Å):
-0.2 -0.1 0.0
-0.1 -0.3 0.0
0.6 1.3 -0.6